1.
Formula: C2H2O3S
Source: the Open Molecules 2025 dataset
Level of theory: the ωB97M-V functional and the def2-TZVPD basis

XYZ file:
```
8
Properties=species:S:1:pos:R:3:lowdin_charge:R:1
C -0.26 -0.57 0.56 -0.2268
C -1.51 -0.26 0.76 -0.2772
O 2.24 0.21 0.26 -0.4893
O 0.41 1.01 -1.54 -0.3123
O -2.54 0.18 1.05 0.2038
S 0.90 0.84 0.10 0.9477
H 0.31 -1.55 0.73 0.1197
H 0.45 0.13 -1.91 0.0345
```

max |F|: 2.3 eV Å⁻¹
calculated total energy: -19081.8568 eV
HOMO level: -9.957 eV
gap between HOMO and LUMO: 9.7 eV
relative energy (zero: lowest compared OMol25 entry of this formula, charge and spin): 249.7 kJ/mol

2.
Formula: C2H2O3S
Source: the Open Molecules 2025 dataset
Level of theory: the ωB97M-V functional and the def2-TZVPD basis

XYZ file:
```
8
Properties=species:S:1:pos:R:3:lowdin_charge:R:1
C 0.48 -0.25 0.63 -0.5520
C -0.28 0.23 -0.62 -0.6879
H 2.09 -1.19 1.20 0.1745
H -2.19 1.15 -1.39 -0.1162
O 1.56 -1.00 0.36 0.1216
O 0.07 0.04 1.70 0.1022
O 0.07 0.04 -1.75 0.0546
S -1.80 0.99 -0.14 0.9033
```

max |F|: 2.0 eV Å⁻¹
calculated total energy: -19083.9938 eV
SMILES string: O=C(O)C(=O)S
HOMO level: -10.291 eV
gap between HOMO and LUMO: 10.0 eV
relative energy (zero: lowest compared OMol25 entry of this formula, charge and spin): 43.5 kJ/mol

3.
Formula: C2H2O4S
Source: the Open Molecules 2025 dataset
Level of theory: the ωB97M-V functional and the def2-TZVPD basis

XYZ file:
```
9
Properties=species:S:1:pos:R:3:mulliken_spin:R:1
C 0.27 -1.21 0.96 0.4405
C -0.41 -0.85 -0.14 0.4524
O 0.84 -1.51 1.90 0.3081
O 1.39 1.38 0.31 0.1035
O 0.32 0.92 -1.86 0.2138
O -1.05 1.62 0.15 0.1925
S 0.17 1.16 -0.44 0.2303
H -0.09 -1.07 -1.05 0.0335
H -1.45 -0.44 0.18 0.0254
```

max |F|: 5.7 eV Å⁻¹
calculated total energy: -21124.3914 eV
multiplicity: 3
expectation value of S²: 2.005
HOMO level (alpha / beta): -6.691 / -11.074 eV
gap between HOMO and LUMO (alpha / beta): 6.5 / 6.3 eV
relative energy (zero: lowest compared OMol25 entry of this formula, charge and spin): 197.6 kJ/mol